1.
Entry from OMol25: a structure of composition C28H60AsF12O16V in a non-equilibrium geometry (ωB97M-V/def2-TZVPD).

Geometry as XYZ:
```
118
Properties=species:S:1:pos:R:3
As -0.3283 -1.2241 -0.9617
V -3.2282 -2.7368 -2.7597
F 5.5951 -3.5298 -1.3282
F -0.2649 -1.8025 0.7302
F -1.7335 -2.2740 -1.1900
F -3.4549 2.5838 5.9832
F 1.2127 -0.3080 -0.9456
F -5.3309 1.3851 6.2327
F -1.4275 0.2138 -0.6159
F 0.5570 -2.7862 -1.3934
F -5.2344 2.6746 4.5837
F -0.4721 -0.7716 -2.6968
F 4.5057 -5.4716 -1.5762
F 3.3804 -3.7040 -0.8979
O 3.9972 -2.2794 4.2123
O 4.9454 -3.9364 -4.0180
O -3.1588 3.7368 -2.4437
O 6.1445 0.7986 -0.2381
O -4.8104 -2.8912 -1.1573
O 2.9072 -3.0585 -3.2192
O -0.5262 4.3024 -4.1639
O -3.6378 -1.1882 -2.6754
O 1.6322 -0.5347 4.6807
O -3.1359 -0.1902 5.2241
O -4.0297 0.5692 3.2279
O -2.8987 3.7761 1.9668
O 0.2274 3.3935 1.3396
O 4.2054 3.2807 -0.6212
O -2.2847 -2.9668 -4.0475
O -2.7597 -4.6779 -1.6197
C -0.8974 3.0835 0.5338
C -3.4791 5.0291 -2.9705
C 0.9254 2.2437 1.7578
C 4.4319 -4.1016 -1.6743
C -4.1083 -1.7214 2.2597
C -0.4613 4.2091 -5.5307
C -2.3117 4.3103 3.1663
C -6.0265 -2.1075 -1.1041
C -4.8798 -4.1377 -0.4950
C 2.3827 -2.6107 -4.4646
C 3.0005 -2.1127 3.2238
C -3.8171 0.6526 4.5878
C -3.2549 -0.4458 2.4897
C 5.2324 -1.7149 3.9812
C -2.4367 2.8317 -3.2836
C 5.4469 1.5077 0.8237
C -3.4381 -4.7750 -0.4315
C 4.1504 -3.6698 -3.1115
C -2.1706 2.6834 1.3085
C 0.5363 -1.4082 4.9897
C -0.9130 3.0735 -3.5716
C -4.4373 1.9043 5.3917
C 7.4736 1.1993 -0.3955
C 2.8297 3.0600 -0.4641
C 5.0279 2.9682 0.4888
C -1.4911 -5.4227 -1.6592
C 3.0590 -1.3904 -5.0408
C 2.3005 -0.7931 3.4412
H 2.6464 2.0143 -0.2171
H 2.2842 -3.4645 -5.1350
H 4.5096 1.0033 1.0583
H 4.5282 3.3917 1.3601
H -0.6466 2.2243 -4.2010
H -1.3635 3.9139 0.0036
H -1.4461 4.8528 2.7860
H -1.1572 -5.5732 -2.6859
H -6.6190 -2.3047 -0.2107
H 5.8554 3.6252 0.2212
H -6.5806 -2.4364 -1.9833
H -4.1344 4.8733 -3.8276
H 2.4799 3.7489 0.3047
H -3.6229 -2.3983 1.5565
H -3.9510 5.6096 -2.1778
H -0.6682 2.3424 -0.2320
H -2.2942 -0.6272 2.9716
H 1.5517 -0.6127 2.6699
H -0.3064 -1.2493 4.3168
H -2.9730 4.9294 3.7725
H 0.3972 1.7528 2.5752
H -3.0176 2.2309 0.7929
H -0.3616 2.8643 -2.6550
H -1.5529 -6.3883 -1.1573
H -4.1032 -2.3254 3.1670
H 5.9726 1.4466 1.7766
H -1.4990 4.4200 -5.7890
H -1.9943 3.4241 3.7158
H 0.2275 5.0080 -5.8056
H 3.0809 -0.6790 -4.2152
H 0.9221 -2.4244 5.0708
H 2.9978 0.0116 3.2080
H -2.6264 5.6760 -3.1770
H 8.0492 0.4916 -0.9922
H 2.4198 3.1623 -1.4690
H -2.4863 1.8846 -2.7462
H 1.1248 1.4879 0.9982
H 1.8881 2.5625 2.1574
H -2.7962 -4.3479 0.3390
H 3.3007 -2.2178 2.1812
H 7.5789 2.1658 -0.8885
H 4.1211 -1.4997 -5.2601
H -3.6114 -5.7849 -0.0599
H -5.8060 -1.0430 -1.1837
H 1.4424 -2.2299 -4.0659
H 2.5424 -1.1093 -5.9585
H 5.0038 -0.7466 3.5360
H -5.2397 -4.0491 0.5300
H -5.4908 -4.8781 -1.0114
H 5.9497 -1.7362 4.8016
H 0.1111 -1.2729 5.9841
H 5.6651 -2.3706 3.2257
H -0.0133 3.3165 -5.9674
H 2.3080 -2.9537 3.2589
H -5.1222 -1.5065 1.9221
H -0.7705 -4.8177 -1.1091
H -2.9605 2.6889 -4.2288
H -2.9129 -0.0080 1.5518
H 7.8705 1.2224 0.6195
H -1.9683 1.9821 2.1181
```

* M: 1006.61 g mol⁻¹
* gap between HOMO and LUMO (spin up / spin down): 6.6 / 8.1 eV
* highest occupied orbital energy (spin up / spin down): -4.452 / -5.977 eV
* spin multiplicity: 2
* net charge: -1

***

2.
Entry from OMol25: a structure of composition C25H34FN3O2 in a non-equilibrium geometry (ωB97M-V/def2-TZVPD).

Geometry as XYZ:
```
65
Properties=species:S:1:pos:R:3
F 4.9882 5.3394 -0.4307
O -5.2792 1.1957 -0.3390
O 1.1907 -0.2338 2.4337
N 2.1865 -0.1708 0.5455
N 4.1314 -3.9233 0.1052
N 0.8338 1.4968 1.0245
C -3.2560 -0.0148 0.7559
C -0.1969 2.0688 2.0926
C 4.3201 4.2320 -0.4011
C -2.3306 2.7094 0.8777
C 2.3735 -2.7141 -0.3994
C 3.6524 4.1706 -1.6533
C 2.7854 -1.5102 0.5806
C -5.7896 -0.3237 -0.3228
C -3.4483 2.2976 0.2354
C -1.5406 1.7322 1.2667
C 3.0010 2.5943 -1.7200
C 4.6060 3.2951 0.5634
C 4.8934 -3.0959 0.9471
C 4.7639 -4.0027 -1.4229
C 1.2922 0.3602 1.5022
C 3.9542 2.2189 0.3260
C 4.2168 -1.4532 0.6256
C -8.1759 0.6452 -0.1595
C -2.0322 0.5518 1.4766
C -7.1653 -0.3579 -1.1569
C -7.7453 -1.5714 -1.0815
C 2.4735 0.6417 -1.1162
C -4.1135 1.2637 0.1329
C 3.2321 1.8413 -0.7353
C 2.9053 -4.0645 -0.0869
H 2.4522 -1.9079 1.4994
H 6.0912 -3.0022 0.6366
H 2.4797 -4.6383 -0.9001
H 4.5824 -2.9664 -2.0812
H 5.2184 3.6103 1.3657
H -7.0036 0.1490 -1.9559
H 0.0214 3.1927 2.1251
H 4.8535 -0.9937 1.4185
H 2.5163 -4.2198 0.8158
H -4.0964 3.1731 -0.2306
H -3.6032 -0.8511 1.0181
H -8.6080 -1.5143 -1.6647
H 1.1809 -2.5058 -0.4647
H 2.4142 2.7668 -2.5408
H 2.3699 -2.2178 -1.4109
H -7.0927 -2.2434 -1.7880
H 4.4095 -4.9273 -2.0109
H 1.5325 0.6109 -1.1657
H 4.5731 -3.4012 1.8929
H -1.4248 -0.3866 1.8435
H -8.3827 0.3285 0.6721
H -7.7818 -1.9468 -0.2207
H 3.1508 -0.1537 -1.6602
H 0.8438 1.9075 0.2478
H -1.7645 3.8552 0.6397
H 3.4666 4.6938 -2.3826
H -5.9125 -0.5941 0.6637
H 4.7498 -1.1401 -0.2261
H 4.0278 1.3463 1.0288
H -5.3481 -1.0447 -0.7264
H 0.0938 1.5037 3.2287
H -9.1520 0.7392 -0.5711
H -7.6783 1.7259 -0.1943
H 6.0939 -4.1662 -1.3679
```

* M: 427.56 g mol⁻¹
* gap between HOMO and LUMO: 8.0 eV
* highest occupied orbital energy: -7.383 eV
* relative energy (zero: lowest compared OMol25 entry of this formula, charge and spin): 26.807 eV
* net charge: 0

***

3.
Entry from OMol25: a structure of composition C24H23N2O2PSTi (ωB97M-V/def2-TZVPD).

Geometry as XYZ:
```
54
Properties=species:S:1:pos:R:3
Ti 0.2023 -0.2962 -0.5663
S 2.4619 -0.8593 -1.6300
P -2.6312 0.0455 -0.8178
O 0.2386 -1.8962 0.8857
O 1.1589 1.0011 0.8413
N 3.1849 -1.3006 0.9487
N 4.6497 -0.2030 -0.2184
C -1.6382 -0.8150 -2.1125
C -2.1913 -1.8465 1.1230
C -4.7989 -2.6698 1.4349
C -3.8038 -3.2134 2.2409
C -0.5636 -2.7332 -3.1277
C -6.5525 1.1449 -2.9636
C -0.1405 -0.5402 -4.0115
C -4.1535 0.4646 -1.7300
C -5.7836 0.1032 -3.4656
C 0.4572 1.6928 0.0915
C -4.5885 -0.2399 -2.8506
C -6.1238 1.8511 -1.8485
C -0.9659 0.0090 -3.0325
C 0.0575 -1.9091 -4.0601
C -2.4891 -2.8141 2.0795
C 5.2378 -0.1804 1.1207
C 3.4482 -0.7797 -0.2417
C 4.2441 -1.0483 1.9237
C -4.5019 -1.7172 0.4649
C -3.1922 -1.2886 0.3119
C -4.9235 1.5172 -1.2380
C 0.2217 3.1342 0.3511
C -1.4050 -2.1959 -2.1638
C -0.8825 -1.3793 0.7376
H -6.7185 2.6669 -1.4594
H -0.8139 3.2228 0.6915
H 5.0038 0.3106 -1.0057
H -1.1212 1.0826 -3.0010
H -4.0600 -3.9543 2.9861
H 0.3529 0.1088 -4.7225
H 2.2847 -1.6977 1.1700
H -6.1153 -0.4453 -4.3375
H -1.8930 -2.8476 -1.4497
H -3.9981 -1.0574 -3.2462
H -5.2911 -1.3105 -0.1540
H 6.2407 -0.6007 1.1154
H -7.4843 1.4090 -3.4458
H 5.2871 0.8403 1.4984
H -5.8233 -2.9953 1.5628
H 0.2970 3.7078 -0.5721
H 0.8935 3.5253 1.1153
H -4.5819 2.0767 -0.3745
H 3.8539 -0.5283 2.7960
H -0.3942 -3.8014 -3.1530
H 0.7079 -2.3363 -4.8113
H 4.6931 -1.9868 2.2459
H -1.6961 -3.2385 2.6819
```

* M: 482.37 g mol⁻¹
* gap between HOMO and LUMO (spin up / spin down): 7.3 / 7.7 eV
* highest occupied orbital energy (spin up / spin down): -10.416 / -10.859 eV
* relative energy (zero: lowest compared OMol25 entry of this formula, charge and spin): 0.064 eV
* spin multiplicity: 2
* net charge: +1

***

Please write out number 2 again, unchanged.
Entry from OMol25: a structure of composition C25H34FN3O2 in a non-equilibrium geometry (ωB97M-V/def2-TZVPD).

Geometry as XYZ:
```
65
Properties=species:S:1:pos:R:3
F 4.9882 5.3394 -0.4307
O -5.2792 1.1957 -0.3390
O 1.1907 -0.2338 2.4337
N 2.1865 -0.1708 0.5455
N 4.1314 -3.9233 0.1052
N 0.8338 1.4968 1.0245
C -3.2560 -0.0148 0.7559
C -0.1969 2.0688 2.0926
C 4.3201 4.2320 -0.4011
C -2.3306 2.7094 0.8777
C 2.3735 -2.7141 -0.3994
C 3.6524 4.1706 -1.6533
C 2.7854 -1.5102 0.5806
C -5.7896 -0.3237 -0.3228
C -3.4483 2.2976 0.2354
C -1.5406 1.7322 1.2667
C 3.0010 2.5943 -1.7200
C 4.6060 3.2951 0.5634
C 4.8934 -3.0959 0.9471
C 4.7639 -4.0027 -1.4229
C 1.2922 0.3602 1.5022
C 3.9542 2.2189 0.3260
C 4.2168 -1.4532 0.6256
C -8.1759 0.6452 -0.1595
C -2.0322 0.5518 1.4766
C -7.1653 -0.3579 -1.1569
C -7.7453 -1.5714 -1.0815
C 2.4735 0.6417 -1.1162
C -4.1135 1.2637 0.1329
C 3.2321 1.8413 -0.7353
C 2.9053 -4.0645 -0.0869
H 2.4522 -1.9079 1.4994
H 6.0912 -3.0022 0.6366
H 2.4797 -4.6383 -0.9001
H 4.5824 -2.9664 -2.0812
H 5.2184 3.6103 1.3657
H -7.0036 0.1490 -1.9559
H 0.0214 3.1927 2.1251
H 4.8535 -0.9937 1.4185
H 2.5163 -4.2198 0.8158
H -4.0964 3.1731 -0.2306
H -3.6032 -0.8511 1.0181
H -8.6080 -1.5143 -1.6647
H 1.1809 -2.5058 -0.4647
H 2.4142 2.7668 -2.5408
H 2.3699 -2.2178 -1.4109
H -7.0927 -2.2434 -1.7880
H 4.4095 -4.9273 -2.0109
H 1.5325 0.6109 -1.1657
H 4.5731 -3.4012 1.8929
H -1.4248 -0.3866 1.8435
H -8.3827 0.3285 0.6721
H -7.7818 -1.9468 -0.2207
H 3.1508 -0.1537 -1.6602
H 0.8438 1.9075 0.2478
H -1.7645 3.8552 0.6397
H 3.4666 4.6938 -2.3826
H -5.9125 -0.5941 0.6637
H 4.7498 -1.1401 -0.2261
H 4.0278 1.3463 1.0288
H -5.3481 -1.0447 -0.7264
H 0.0938 1.5037 3.2287
H -9.1520 0.7392 -0.5711
H -7.6783 1.7259 -0.1943
H 6.0939 -4.1662 -1.3679
```

* M: 427.56 g mol⁻¹
* gap between HOMO and LUMO: 8.0 eV
* highest occupied orbital energy: -7.383 eV
* relative energy (zero: lowest compared OMol25 entry of this formula, charge and spin): 26.807 eV
* net charge: 0

***

Question: Which value of net charge does entry 1 give?
Answer: -1

***

Question: The lowest net charge belongs to which entry?
Answer: C28H60AsF12O16V

***

Question: What is the net charge in the first record?
Answer: -1